Record 1
Molecular formula: C7H14FNSi
Method: DFT, the ωB97M-V functional and the def2-TZVPD basis

Geometry as XYZ:
```
24
Properties=species:S:1:pos:R:3
C 0.298 3.126 0.387
C 2.864 -0.778 -0.207
C 0.857 -1.617 -1.485
C -2.315 -1.106 0.155
C -1.928 1.613 1.559
C 0.559 -0.019 0.374
C 1.463 -0.432 -0.709
N 0.451 4.260 0.375
F -1.440 1.132 -1.270
Si -1.238 0.479 0.206
H 2.820 -1.624 0.477
H 3.508 -1.044 -1.040
H 3.311 0.064 0.314
H 1.538 -1.930 -2.272
H -0.087 -1.329 -1.934
H 0.687 -2.454 -0.816
H -2.062 -1.748 -0.683
H -2.217 -1.695 1.062
H -3.364 -0.840 0.050
H -2.919 1.296 1.870
H -1.294 1.622 2.440
H -2.003 2.636 1.204
H 0.983 -0.011 1.369
H 1.528 0.398 -1.427
```

Summary:
energy relative to the best compared isomer or geometry (same formula, charge and spin) = 191.6 kJ/mol
highest occupied orbital energy (alpha / beta) = -0.3337 / -0.3739 hartree
Kohn-Sham gap (alpha / beta) = 0.2119 / 0.2833 Ha
molecular weight = 159.3 g/mol



Record 2
Molecular formula: C30H34F6FeN2O6PS2
Method: DFT, the ωB97M-V functional and the def2-TZVPD basis

Geometry as XYZ:
```
82
Properties=species:S:1:pos:R:3
Fe -0.179 0.088 -0.395
C -4.764 -0.847 -1.830
C -3.694 -0.250 -0.918
C -4.321 0.620 0.168
C -2.805 -1.371 -0.359
C -3.502 -2.297 0.627
O -3.098 -1.765 1.911
C -2.031 -1.003 1.712
N -1.699 -0.813 0.476
C -1.460 -0.453 2.963
C -2.265 -0.538 4.100
C -1.837 -0.025 5.314
C -0.589 0.565 5.415
C 0.225 0.644 4.294
C -0.197 0.148 3.067
P 0.924 0.246 1.654
C 2.038 1.645 1.996
C 3.281 1.463 2.539
C 4.174 2.530 2.746
C 3.828 3.843 2.353
C 2.618 4.107 1.813
C 1.582 3.045 1.695
C 1.997 -1.209 1.772
C 3.059 -1.327 0.868
C 3.862 -2.454 0.883
C 3.602 -3.478 1.789
C 2.545 -3.370 2.678
C 1.740 -2.237 2.673
H -5.310 -0.056 -2.344
H -5.499 -1.423 -1.265
H -4.334 -1.508 -2.586
H -3.042 0.382 -1.527
H -5.012 0.049 0.793
H -4.898 1.425 -0.287
H -3.573 1.077 0.820
H -2.387 -1.929 -1.195
H -3.153 -3.328 0.576
H -4.586 -2.273 0.584
H -3.237 -1.002 4.030
H -2.482 -0.093 6.179
H -0.245 0.961 6.360
H 1.205 1.095 4.382
H 3.606 0.467 2.807
H 5.142 2.332 3.181
H 4.543 4.644 2.482
H 2.330 5.108 1.519
H 0.755 3.318 2.357
H 3.270 -0.528 0.163
H 4.693 -2.534 0.195
H 4.230 -4.359 1.801
H 2.347 -4.164 3.386
H 0.925 -2.157 3.382
F 2.553 3.388 -3.220
C 1.559 3.618 -2.395
F 0.404 3.350 -2.978
F 1.587 4.857 -1.953
S 1.817 2.458 -0.952
O 1.298 1.175 -1.382
O 3.170 2.579 -0.567
N 0.874 3.082 0.303
S -0.782 2.887 0.365
O -1.157 1.887 -0.615
O -1.174 2.748 1.720
C -1.489 4.517 -0.196
F -1.249 4.703 -1.477
F -2.781 4.462 0.032
F -0.914 5.456 0.527
C -1.909 -0.180 -4.436
C -1.015 0.461 -3.401
O -0.749 -0.433 -2.288
C 0.190 -1.479 -2.600
C 0.525 -2.160 -1.294
H -2.054 0.516 -5.262
H -2.885 -0.418 -4.016
H -1.470 -1.086 -4.851
H -1.484 1.336 -2.958
H -0.054 0.761 -3.825
H 1.077 -1.029 -3.054
H -0.250 -2.181 -3.307
H 0.945 -1.472 -0.523
H 1.357 -2.852 -1.423
H -0.314 -2.704 -0.869
```

Summary:
net charge = +2
<S²> = 0.789
energy relative to the best compared isomer or geometry (same formula, charge and spin) = 0.5 kJ/mol
multiplicity = 2
highest occupied orbital energy (alpha / beta) = -0.4847 / -0.5355 hartree
Kohn-Sham gap (alpha / beta) = 0.2885 / 0.2899 Ha
molecular weight = 783.6 g/mol



Record 3
Molecular formula: C3H8O
Method: DFT, the ωB97M-V functional and the def2-TZVPD basis

Geometry as XYZ:
```
12
Properties=species:S:1:pos:R:3
C 0.742 -0.555 -0.980
C -0.081 -0.258 0.240
C -0.425 1.181 0.502
O 0.316 -0.967 1.383
H 0.879 -1.636 -1.084
H 0.222 -0.154 -1.853
H 1.730 -0.092 -0.896
H -1.218 -0.825 -0.001
H -0.938 1.577 -0.378
H -1.071 1.252 1.382
H 0.480 1.765 0.693
H -0.635 -1.288 0.993
```

Summary:
energy relative to the best compared isomer or geometry (same formula, charge and spin) = 229.8 kJ/mol
highest occupied orbital energy = -0.3721 hartree
Kohn-Sham gap = 0.4052 Ha
molecular weight = 60.1 g/mol



Record 4
Molecular formula: C3H6NO2
Method: DFT, the ωB97M-V functional and the def2-TZVPD basis

Geometry as XYZ:
```
12
Properties=species:S:1:pos:R:3
O -1.626 -2.289 -0.401
C -0.613 -1.717 -0.746
C 0.231 -0.825 0.104
N -0.214 0.530 -0.422
C 0.249 1.616 0.643
O 1.526 1.533 0.935
H -0.503 -1.403 -1.865
H -0.203 -0.936 1.097
H 1.329 -1.172 0.183
H 0.412 0.808 -1.209
H -0.058 2.580 0.176
H -0.530 1.276 1.506
```

Summary:
net charge = -1
SMILES = O=CCNC[O-]
energy relative to the best compared isomer or geometry (same formula, charge and spin) = 305.9 kJ/mol
highest occupied orbital energy = -0.1112 hartree
Kohn-Sham gap = 0.2614 Ha
molecular weight = 88.1 g/mol



Record 5
Molecular formula: C3H7NO2
Method: DFT, the ωB97M-V functional and the def2-TZVPD basis

Geometry as XYZ:
```
13
Properties=species:S:1:pos:R:3
O -0.055 -0.711 -1.486
C 0.498 -0.215 -0.525
N -0.219 0.030 0.617
C -1.673 0.315 0.508
O -2.365 -0.549 -0.297
C 1.993 -0.103 -0.358
H 0.140 0.526 1.415
H -1.792 1.367 0.176
H -1.995 0.365 1.556
H -1.700 -0.946 -0.880
H 2.120 0.233 0.676
H 2.471 0.696 -0.923
H 2.578 -1.009 -0.478
```

Summary:
SMILES = CC(=O)NCO
energy relative to the best compared isomer or geometry (same formula, charge and spin) = 107.0 kJ/mol
highest occupied orbital energy = -0.3565 hartree
Kohn-Sham gap = 0.3818 Ha
molecular weight = 89.1 g/mol



Record 6
Molecular formula: C5H5FOS
Method: DFT, the ωB97M-V functional and the def2-TZVPD basis

Geometry as XYZ:
```
13
Properties=species:S:1:pos:R:3
C -0.964 0.271 -0.443
C -0.158 1.115 0.560
C 0.422 0.101 -1.017
C 1.073 -0.800 0.062
C 0.795 -0.051 1.178
H -1.271 -2.213 0.251
H -1.734 0.876 -1.071
H -0.576 1.921 1.288
H 0.515 -0.178 -2.039
H 1.265 -0.099 2.101
O 0.638 1.569 -0.538
F 2.154 -1.597 -0.301
S -2.160 -0.915 -0.030
```

Summary:
energy relative to the best compared isomer or geometry (same formula, charge and spin) = 437.0 kJ/mol
highest occupied orbital energy = -0.3421 hartree
Kohn-Sham gap = 0.3524 Ha
molecular weight = 132.2 g/mol